[1]
Entry from the Open Molecules 2025 dataset: a structure of composition C36H51BeCl3N3O6SSi (the ωB97M-V functional and the def2-TZVPD basis).

```
102
Properties=species:S:1:pos:R:3:forces:R:3
Be 0.881227 -0.789258 0.791424 0.255 0.290 0.279
O 1.959882 -1.816081 -0.073402 0.267 -0.233 -0.054
C 3.327492 -1.912559 0.414485 -0.156 -0.115 0.090
C 3.480287 -3.011917 1.454963 -0.190 0.015 0.039
C 2.267790 -3.144893 2.392816 0.101 0.194 -0.073
C 1.922653 -1.907393 3.182717 -0.066 0.047 -0.118
C 2.110732 -1.860218 4.555721 -0.011 0.016 0.095
C 1.676213 -0.758434 5.275325 0.019 -0.033 0.031
C 1.041607 0.276633 4.605653 0.000 0.033 0.106
C 0.905546 0.181170 3.238584 0.049 -0.165 -0.208
N 1.357946 -0.872166 2.531333 -0.082 0.127 0.050
H 1.638660 -2.667033 -0.406588 -0.024 0.183 0.101
H 3.547353 -0.936070 0.837531 -0.098 0.078 -0.027
H 3.995915 -2.069538 -0.427433 -0.006 0.002 -0.126
H 4.380357 -2.798609 2.034902 0.032 -0.048 -0.017
H 3.638541 -3.973943 0.961552 -0.011 0.015 0.026
H 2.460398 -3.959618 3.087219 -0.012 -0.021 0.043
H 1.378101 -3.424490 1.822515 0.026 -0.036 0.021
H 2.569543 -2.702819 5.056833 -0.009 0.036 -0.019
H 1.811490 -0.717582 6.350228 -0.010 -0.017 -0.079
H 0.651453 1.139125 5.131677 0.029 -0.066 -0.060
H 0.397451 0.953029 2.669400 0.067 -0.110 0.038
Cl 7.587135 2.558249 -3.343122 0.018 -0.010 -0.001
C 5.889760 2.880320 -3.314334 -0.058 0.056 -0.044
C 5.014630 1.919362 -2.837466 0.015 -0.137 0.144
C 3.660646 2.193617 -2.822036 -0.012 0.125 0.234
C 3.135258 3.403512 -3.279531 0.023 0.147 -0.029
C 1.642811 3.681110 -3.346910 0.037 -0.311 0.130
C 0.836063 3.539295 -2.033174 0.143 -0.058 -0.078
N 1.295797 2.588944 -1.019692 -0.107 0.254 0.107
C 2.230974 2.854310 -0.040641 -0.027 -0.027 -0.153
C 2.312007 1.732822 0.721193 0.018 -0.196 -0.213
N 1.440619 0.786456 0.211684 -0.162 0.099 0.415
C 0.828839 1.351286 -0.813684 0.157 -0.182 -0.089
O 0.976762 3.051535 -4.432666 0.099 -0.136 -0.135
C 0.833238 1.641926 -4.474435 0.101 0.078 0.093
C 2.085090 0.840673 -4.731567 -0.104 -0.070 -0.125
C 3.064682 1.144628 -5.628191 -0.035 -0.205 -0.066
Cl 3.132808 2.492197 -6.678132 0.019 0.002 -0.002
S 4.344376 -0.000103 -5.621046 -0.011 0.045 -0.108
C 3.564620 -0.932508 -4.419936 0.056 -0.067 0.044
C 2.385140 -0.374015 -4.041474 -0.188 -0.061 -0.058
C 4.052308 4.338022 -3.771967 -0.049 -0.145 0.113
Cl 3.540259 5.862751 -4.422792 -0.028 0.032 0.006
C 5.417501 4.090532 -3.783782 0.098 0.079 -0.046
H 5.390433 0.962024 -2.494440 -0.040 0.101 -0.027
H 2.993065 1.411757 -2.486184 0.088 0.169 0.158
H 1.531962 4.726124 -3.600365 -0.027 0.184 -0.089
H -0.182533 3.272786 -2.310812 -0.051 0.011 0.058
H 0.799934 4.512475 -1.549830 0.005 0.026 0.069
H 2.753000 3.797734 0.011585 -0.079 -0.113 -0.021
H 2.938430 1.538481 1.579704 -0.104 0.026 -0.095
H 0.059924 0.870076 -1.407122 0.060 0.146 0.163
H 0.121190 1.476785 -5.281548 -0.061 -0.025 -0.032
H 0.365641 1.269825 -3.553008 -0.004 -0.008 -0.052
H 4.017180 -1.849989 -4.068842 -0.066 0.103 -0.043
H 1.725148 -0.806884 -3.295281 0.075 0.041 -0.058
H 6.100163 4.835083 -4.171155 -0.036 -0.039 0.020
C -3.632525 -4.305074 2.435522 -0.028 -0.135 -0.031
C -2.835848 -3.044007 2.723201 0.110 0.065 0.029
C -1.460470 -3.401450 3.278893 0.090 0.143 -0.058
C -3.587907 -2.155277 3.712204 -0.032 0.074 -0.161
O -2.655055 -2.391442 1.461646 -0.342 0.020 0.048
Si -2.128434 -0.966131 0.876647 0.154 -0.076 0.101
O -0.549457 -1.057035 0.580453 -0.221 -0.136 -0.344
O -2.904358 -0.652856 -0.522699 -0.183 0.115 0.140
C -3.939390 -1.285943 -1.300382 0.125 -0.039 -0.067
C -3.404094 -2.611225 -1.830225 0.025 -0.030 0.094
C -4.223336 -0.327739 -2.444936 -0.042 0.057 -0.115
C -5.212411 -1.505438 -0.487886 0.146 0.064 0.093
O -2.372885 0.221604 1.988922 0.129 0.107 -0.206
C -2.940795 1.540105 1.991332 -0.101 -0.052 0.083
C -2.608320 2.308536 0.714358 0.062 -0.214 -0.014
C -4.449418 1.417474 2.162032 -0.006 -0.068 -0.024
C -2.332658 2.257111 3.191059 0.051 -0.054 0.057
H -3.711142 -4.920999 3.334893 -0.016 0.032 -0.058
H -3.141632 -4.887496 1.651587 -0.035 0.020 0.072
H -4.641994 -4.054997 2.102264 0.063 -0.004 -0.015
H -1.555184 -3.969759 4.205781 0.032 0.015 -0.013
H -0.900367 -2.481689 3.485803 -0.009 -0.098 -0.001
H -0.905714 -4.000219 2.549343 -0.062 0.044 0.071
H -3.666132 -2.655397 4.680364 -0.023 0.005 -0.064
H -4.598007 -1.946104 3.345043 0.108 -0.018 0.033
H -3.069075 -1.204696 3.840337 -0.005 -0.054 0.053
H -2.507503 -2.439980 -2.431471 -0.045 -0.014 0.025
H -4.154312 -3.105042 -2.451664 0.051 0.009 0.020
H -3.149655 -3.268510 -0.994557 -0.024 0.019 -0.078
H -3.306943 -0.119056 -3.003126 -0.059 -0.026 0.029
H -4.622455 0.615132 -2.061632 0.037 -0.051 -0.031
H -4.957899 -0.761624 -3.127834 0.046 0.058 0.026
H -5.017421 -2.155048 0.365211 -0.007 -0.006 0.010
H -5.974912 -1.970914 -1.116107 0.042 0.018 0.034
H -5.605271 -0.552420 -0.127361 0.005 -0.058 -0.024
H -3.084207 1.851223 -0.154633 0.031 0.020 0.041
H -1.524557 2.300263 0.563650 0.018 0.065 -0.026
H -2.944346 3.343081 0.806205 0.023 -0.030 -0.024
H -4.867788 0.848342 1.329736 0.001 0.043 0.062
H -4.916848 2.403861 2.179406 -0.006 -0.029 0.009
H -4.686359 0.898383 3.094031 0.011 0.037 -0.068
H -1.258998 2.411932 3.036620 -0.100 0.014 0.038
H -2.476966 1.659519 4.095733 0.013 0.065 -0.074
H -2.802431 3.232471 3.335766 0.042 -0.048 -0.001
```
Positions in Å, forces in eV/Å.

Results
HOMO: -10.855 eV
energy above the lowest of the compared OMol25 structures with the same formula, charge and spin: 0.000 eV
max |F|: 0.476 eV Å⁻¹
LUMO level: -2.50 eV
DFT total energy: -111602.2528 eV
charge: +1

---

[2]
Entry from the Open Molecules 2025 dataset: a structure of composition C4H11N2O2S at a distorted geometry (the ωB97M-V functional and the def2-TZVPD basis).

```
20
Properties=species:S:1:pos:R:3:forces:R:3
C 2.025179 -0.239418 0.550379 -0.215 3.658 1.474
C 1.441119 -1.089020 -0.477226 -1.199 -0.771 -1.971
C 2.107460 1.286126 0.157762 -0.328 -2.172 1.240
C -2.844447 -1.179672 0.069241 0.000 0.320 -2.921
N -0.770106 0.198627 -1.023836 2.378 -1.073 -0.774
N 1.167715 1.765165 -0.542919 1.099 1.538 -1.608
O -2.320458 1.330819 0.845770 0.752 -0.556 0.771
O -0.007745 -1.028038 -0.575305 -1.815 -0.283 0.812
S -2.259408 0.413509 -0.573804 1.099 -0.176 2.444
H 2.942780 -0.593852 0.981627 0.706 -0.104 -0.298
H 1.368792 -0.186067 1.447588 0.048 -0.345 -0.410
H 1.856267 -1.028104 -1.502588 0.075 0.499 0.549
H 1.628498 -2.124156 -0.183415 -0.480 -0.052 -0.032
H 2.859656 1.906724 0.636028 0.317 0.076 -0.506
H -3.754487 -0.868452 0.472103 -1.511 0.190 1.099
H -2.191216 -1.681930 0.724440 0.870 -0.296 0.721
H -3.091481 -1.781315 -0.834235 0.388 0.213 0.618
H -1.740869 1.108408 1.658255 -1.205 -0.078 -2.014
H 0.220196 1.070208 -0.859204 -0.145 0.724 -0.308
H 1.362555 2.720437 -0.970668 -0.834 -1.312 1.116
```
Positions in Å, forces in eV/Å.

Results
HOMO: -13.181 eV
energy above the lowest of the compared OMol25 structures with the same formula, charge and spin: 2.966 eV
max |F|: 3.950 eV Å⁻¹
LUMO level: -3.61 eV
DFT total energy: -22225.7809 eV
charge: +1

---

[3]
Entry from the Open Molecules 2025 dataset: the molecule C22H25FN2O3 (the ωB97M-V functional and the def2-TZVPD basis).

```
53
Properties=species:S:1:pos:R:3:forces:R:3
C 2.335141 0.061949 6.549413 0.067 -0.180 0.137
H 2.868053 0.552631 7.362225 -0.029 -0.082 -0.036
O 1.935819 1.092375 5.679683 -0.123 0.208 -0.248
C 1.209718 0.772114 4.573844 -0.063 0.166 -0.129
C 0.860145 -0.521230 4.201117 0.070 -0.024 0.210
C 0.106381 -0.740196 3.055506 0.020 0.125 -0.018
C -0.295052 0.336041 2.277198 -0.020 -0.165 -0.006
C 0.067354 1.623668 2.635907 0.022 -0.019 0.043
C 0.815601 1.844940 3.773166 0.129 -0.060 0.225
H 1.105990 2.840112 4.068580 0.041 0.132 0.042
H -0.234863 2.461082 2.025610 -0.036 0.101 -0.065
H -0.895732 0.161487 1.396904 -0.072 -0.006 -0.130
C -0.246249 -2.142200 2.627101 -0.301 -0.051 0.056
N 0.154941 -2.365980 1.247204 0.035 -0.025 0.418
C -0.804971 -2.558092 0.313534 0.215 -0.199 -0.327
O -1.973054 -2.723842 0.612299 -0.400 0.060 -0.052
C -0.374857 -2.460142 -1.148455 -0.290 0.033 0.166
H 0.674018 -2.727685 -1.277130 -0.016 0.102 0.025
C -0.545761 -0.982779 -1.540803 -0.026 -0.222 0.243
N -0.145425 -0.809386 -2.912573 0.294 0.125 0.071
C -0.662156 -1.620764 -3.865971 -0.255 -0.183 0.001
O -0.340631 -1.554373 -5.035775 0.032 -0.041 -0.430
C -1.702722 -2.577086 -3.322528 0.054 -0.166 -0.132
H -1.970192 -3.280068 -4.111014 0.005 0.150 -0.004
H -2.588506 -1.979333 -3.091488 -0.032 -0.006 -0.004
C -1.248696 -3.328330 -2.063455 -0.050 -0.053 0.083
H -0.693665 -4.221372 -2.353035 -0.021 -0.005 0.005
H -2.131785 -3.644998 -1.504560 0.108 -0.016 -0.055
C 0.806285 0.233262 -3.241605 0.004 -0.014 -0.200
C 0.218398 1.580948 -2.919361 0.029 0.155 0.065
C 0.613211 2.278460 -1.786261 -0.008 0.137 -0.004
C -0.005404 3.478060 -1.485834 -0.113 -0.017 -0.114
C -1.006063 4.008652 -2.276933 0.153 0.050 0.238
C -1.393102 3.305717 -3.406033 0.030 -0.081 -0.011
C -0.790151 2.101945 -3.722527 0.021 -0.038 -0.044
H -1.097551 1.552534 -4.599473 -0.048 -0.073 -0.123
H -2.171577 3.702135 -4.039605 -0.070 0.042 -0.057
H -1.463906 4.947160 -2.008413 -0.029 0.099 0.050
F 0.378962 4.143738 -0.375100 -0.022 -0.023 -0.054
H 1.395454 1.910486 -1.138971 0.091 -0.054 0.085
H 1.003327 0.138539 -4.312864 0.062 0.025 0.187
H 1.737907 0.073993 -2.686705 -0.038 0.029 -0.054
H 0.072374 -0.338077 -0.913259 -0.063 0.010 -0.004
H -1.594080 -0.693494 -1.394696 0.097 0.034 0.121
C 1.566640 -2.228674 0.970493 0.184 -0.046 -0.297
H 2.095662 -2.168623 1.919139 0.013 0.015 -0.029
H 1.945561 -3.094300 0.424059 0.050 0.061 0.029
H 1.791890 -1.320935 0.405206 0.074 0.012 0.013
H 0.236237 -2.880679 3.275564 -0.039 0.063 -0.005
H -1.328688 -2.294625 2.664747 0.210 -0.038 0.066
H 1.160831 -1.369581 4.797445 0.059 -0.077 0.065
H 1.473905 -0.477792 6.956453 0.036 0.010 -0.028
H 3.008205 -0.646231 6.054464 -0.042 0.019 0.016
```
Positions in Å, forces in eV/Å.

Results
HOMO: -8.655 eV
SMILES string: COc1cccc(CN(C)C(=O)[C@H]2CCC(=O)N(Cc3cccc(F)c3)C2)c1
energy above the lowest of the compared OMol25 structures with the same formula, charge and spin: 0.075 eV
max |F|: 0.439 eV Å⁻¹
LUMO level: 0.53 eV
DFT total energy: -35060.7727 eV

---

[4]
Entry from the Open Molecules 2025 dataset: a cluster of 17 separate species, H34O17 in total at a distorted geometry (the ωB97M-V functional and the def2-TZVPD basis).

```
51
Properties=species:S:1:pos:R:3:forces:R:3
O 1.832368 -2.393717 -2.203871 -0.108 -0.657 0.049
H 1.833120 -1.855489 -3.003337 0.030 0.278 0.094
H 1.679042 -1.836763 -1.429040 -0.070 0.112 -0.140
O 2.855650 2.290986 -4.065892 -0.316 0.453 -0.819
H 2.630737 1.467422 -3.631812 0.520 0.179 0.605
H 3.598474 2.720403 -3.626139 -0.177 -0.510 0.189
O 2.160808 -3.450266 0.580720 0.210 -0.074 -0.324
H 2.566886 -2.920445 1.278641 -0.069 -0.103 0.101
H 1.261525 -3.666597 0.873939 -0.171 0.306 0.085
O 2.739838 1.262965 -1.373616 0.194 -0.103 0.121
H 2.969380 2.058879 -0.817528 -0.195 -0.796 -0.237
H 3.314284 0.591416 -0.976116 -0.074 0.201 -0.196
O -1.908882 -0.358517 0.941058 -0.846 -0.106 0.112
H -1.741051 0.142138 1.756173 0.312 0.046 -0.031
H -2.856130 -0.563584 1.064342 0.522 0.103 -0.098
O 4.217173 -0.019168 4.005119 -0.671 0.142 -0.520
H 3.455554 -0.515846 3.678629 0.194 -0.328 0.277
H 4.023946 0.842320 3.614976 0.436 0.220 0.286
O 0.945000 3.045488 2.174565 -0.049 0.766 0.537
H 0.499892 2.984294 3.042093 0.635 -0.531 -0.061
H 0.262281 3.565680 1.733679 0.105 -0.262 -0.497
O -1.983175 2.162792 -1.698271 0.023 -0.144 0.169
H -1.366044 2.617539 -2.286134 -0.300 -0.168 -0.069
H -2.527023 1.545582 -2.205668 0.314 0.362 -0.156
O 3.353300 2.622016 0.748299 -1.261 0.765 0.817
H 2.490561 3.062600 0.994505 0.949 -0.216 -0.189
H 3.360079 1.985874 1.474340 0.352 -0.128 -0.201
O -0.668692 -0.999117 -4.203872 0.230 -1.080 -0.917
H -0.037414 -0.295086 -4.074119 -0.541 0.573 0.527
H -1.470283 -1.038341 -3.676597 0.600 1.135 0.565
O -1.466481 2.274609 1.788004 -0.525 -0.055 0.146
H -1.761177 1.840470 0.977348 0.028 0.262 -0.154
H -2.254164 2.764211 2.059868 -0.077 -0.091 -0.121
O 0.128728 -5.450206 -2.928273 0.455 -0.566 0.064
H -0.487987 -4.764755 -3.210495 -0.380 0.548 0.078
H 0.792181 -5.084270 -2.318709 -0.168 0.313 -0.045
O 0.182976 1.885101 4.781287 -0.121 -0.001 -0.035
H -0.375283 1.851159 5.567532 0.184 0.013 -0.092
H 0.892929 1.251715 4.923381 -0.036 0.042 0.161
O -3.924991 2.533586 0.293966 -0.407 1.715 1.407
H -3.284535 2.643834 -0.414993 -0.268 -1.238 -0.396
H -4.428295 1.761978 0.544000 0.500 -0.454 -0.977
O -4.166407 -0.608089 2.924731 0.140 -0.361 0.191
H -3.973680 -0.802023 3.857381 -0.060 0.235 -0.372
H -4.488873 -1.451664 2.585637 -0.176 0.059 0.099
O -0.494311 -2.668832 0.800701 -0.920 0.674 -0.639
H -0.678045 -1.767797 0.447719 0.811 -0.009 0.410
H -1.443643 -2.861317 0.862472 0.273 -0.894 0.363
O -2.137014 -3.205999 -3.924019 1.150 1.297 -0.458
H -2.779186 -2.487541 -4.032916 -0.507 -0.766 0.054
H -1.343945 -2.709632 -4.273688 -0.675 -1.159 0.239
```
Positions in Å, forces in eV/Å.

Results
HOMO (spin up / spin down): -13.234 / -13.114 eV
2S+1: 2
energy above the lowest of the compared OMol25 structures with the same formula, charge and spin: 1.187 eV
max |F|: 2.255 eV Å⁻¹
LUMO level (spin up / spin down): -3.14 / -10.82 eV
DFT total energy: -35347.7335 eV
charge: +1

---

Number 2 is which compound?
C4H11N2O2S

---

Which of these has the highest energy above the lowest of the compared OMol25 structures with the same formula, charge and spin?
C4H11N2O2S